1.
A molecular structure, C25H24N5O5OsPS4. Source: OMol25; level of theory: wB97M-V/def2-TZVPD.

Geometry as XYZ:
```
65
Properties=species:S:1:pos:R:3:mulliken_charge:R:1
Os -0.65390 -0.24271 -0.19124 1.76
S -0.44024 -7.67956 -1.15813 0.24
N 0.76706 -6.62461 -1.06197 -0.63
C 0.22153 -5.42602 -0.92960 0.83
C 0.94718 -4.17326 -0.82906 0.26
C 2.33680 -4.02256 -0.87588 -0.79
C 2.86932 -2.75738 -0.77301 -0.79
C 2.02752 -1.65649 -0.61200 -0.01
N 0.70691 -1.79447 -0.56879 -0.03
C 0.17703 -3.03096 -0.67752 0.07
C -1.25217 -3.07257 -0.62920 0.31
N -1.84660 -1.86179 -0.49216 -0.63
C -3.18252 -1.77935 -0.44362 0.05
C -3.97036 -2.91861 -0.54002 -0.94
C -3.37319 -4.15892 -0.68609 -0.45
C -1.97841 -4.24773 -0.73359 -0.09
C -1.19940 -5.46380 -0.88259 0.85
N -1.69241 -6.68795 -0.98003 -0.64
H 2.96868 -4.89336 -0.98885 0.59
H 3.93706 -2.59704 -0.79656 0.49
H 2.42045 -0.65877 -0.47832 0.22
H -3.60087 -0.79171 -0.30186 0.49
H -5.04473 -2.81859 -0.49578 0.47
H -3.96770 -5.06006 -0.76525 0.59
O -2.31170 -0.22530 1.97489 -0.69
C -1.22776 -0.45023 2.51242 1.05
N -0.17020 -0.70454 1.71040 -0.16
S 1.26727 -0.99204 2.50671 0.92
O 2.19522 0.03479 2.13065 -0.61
O 1.66004 -2.35708 2.32771 -0.59
C 0.51987 -0.73541 4.08555 0.43
C 1.12389 -0.82786 5.31951 -0.68
C 0.31712 -0.60772 6.43350 -0.59
C -1.03723 -0.32128 6.29905 -0.58
C -1.63370 -0.24827 5.04488 -0.62
C -0.83527 -0.45723 3.93671 -0.27
H 2.17566 -1.05561 5.42319 0.50
H 0.75282 -0.66180 7.42165 0.43
H -1.63370 -0.15757 7.18590 0.43
H -2.68745 -0.03371 4.92953 0.54
C -1.28217 5.44404 -3.07579 -1.14
C -1.60333 4.00386 -3.37677 0.44
C -0.72064 3.34508 -4.40821 -1.16
O -1.54995 3.22348 -2.07283 -0.32
P -0.33842 2.60878 -1.36600 0.57
S -0.81660 1.99098 0.50760 -0.43
S 0.16921 0.66680 -2.02029 -0.37
O 0.85461 3.57584 -1.52470 0.09
C 2.23377 3.36620 -0.96317 1.09
C 3.17941 3.86602 -2.02503 -1.44
C 2.31968 4.10362 0.34964 -1.29
H -1.49150 6.03558 -3.96794 0.44
H -0.23231 5.57149 -2.81716 0.18
H -1.90782 5.82254 -2.26964 0.37
H -2.65365 3.88203 -3.62965 0.32
H 0.33400 3.44650 -4.14851 0.22
H -0.86975 3.84216 -5.36655 0.46
H -0.97866 2.29359 -4.54450 0.34
H 2.34536 2.28817 -0.81936 -0.28
H 3.02876 4.93134 -2.19818 0.32
H 3.04780 3.32755 -2.96292 0.35
H 4.20471 3.71808 -1.68716 0.46
H 2.11853 5.16435 0.20153 0.34
H 3.32946 4.00025 0.74700 0.42
H 1.62762 3.70083 1.08748 0.29
```

Output
E_LUMO = -7.98 eV
highest occupied orbital energy = -14.5 eV
total charge = +2
frontier orbital gap = 6.56 eV
M = 823.97 u
relative energy (zero: lowest compared OMol25 entry of this formula, charge and spin) = 0.750 eV

***

2.
C7H6ClN3S in the gas phase at a distorted geometry. Source: OMol25; level of theory: wB97M-V/def2-TZVPD.

Geometry as XYZ:
```
18
Properties=species:S:1:pos:R:3:mulliken_charge:R:1
C 2.09933 -0.91612 0.46208 -0.37
C 0.69914 -0.81755 0.41282 -0.23
C 2.87344 0.11979 -0.05826 -0.22
C 1.08503 1.23524 -0.77764 -0.29
C 0.19770 0.32663 -0.11328 0.21
C -2.11588 -0.16777 1.22384 -0.51
C -1.23970 0.56632 -0.12008 0.94
N 2.38613 1.20728 -0.72089 -0.57
N -3.03170 -0.93060 0.82277 -0.33
N -1.89902 -0.14723 -1.17322 -0.40
S -3.26928 -1.24445 -0.77681 0.08
Cl -1.73552 2.26757 -0.06176 -0.20
H 2.66385 -1.79501 0.92624 0.30
H -0.03472 -1.64679 0.94108 0.26
H 4.03573 0.14315 -0.02571 0.29
H 0.73817 2.09293 -1.29356 0.43
H -2.00801 -0.00535 2.38044 0.33
H -1.44470 -0.28803 -2.04807 0.29
```

Output
E_LUMO = 0.28 eV
highest occupied orbital energy = -8.5 eV
frontier orbital gap = 8.75 eV
M = 199.67 u
relative energy (zero: lowest compared OMol25 entry of this formula, charge and spin) = 1.486 eV

***

3.
C5H6S in the gas phase at a distorted geometry. Source: OMol25; level of theory: wB97M-V/def2-TZVPD.

Geometry as XYZ:
```
12
Properties=species:S:1:pos:R:3:mulliken_charge:R:1
C -2.43723 -0.45236 0.02809 -0.80
C -1.21425 -1.02020 0.00801 -0.19
C -0.01179 -0.19682 -0.00114 0.69
C 1.25510 -0.95151 -0.06818 -0.17
C 2.45042 -0.42280 0.05969 -0.74
H -3.34303 -0.96942 0.05378 0.29
H -2.48968 0.60915 0.00521 0.23
H -1.06504 -2.05031 0.06450 0.29
H 1.13920 -2.01456 -0.18026 0.22
H 3.35674 -1.00522 -0.01665 0.26
H 2.56280 0.65480 0.24156 0.23
S -0.02590 1.43986 -0.02043 -0.32
```

Output
E_LUMO = -1.07 eV
highest occupied orbital energy = -8.6 eV
frontier orbital gap = 7.55 eV
M = 98.17 u
relative energy (zero: lowest compared OMol25 entry of this formula, charge and spin) = 1.006 eV

***

4.
C5H7ClO in the gas phase at a distorted geometry. Source: OMol25; level of theory: wB97M-V/def2-TZVPD.

Geometry as XYZ:
```
14
Properties=species:S:1:pos:R:3:mulliken_charge:R:1
C -1.27616 0.63118 0.60081 -0.32
C -0.39523 1.31483 -0.05631 -0.56
C -0.86913 -0.78532 0.92322 -0.60
C 0.22475 -1.07719 -0.27877 -0.82
C 0.90885 0.20814 -0.47036 0.64
O 1.43245 0.34476 -1.70954 -0.50
Cl 2.30557 0.49308 0.72214 -0.23
H -2.17494 1.07567 0.76901 0.49
H -0.52845 2.30225 -0.51345 0.32
H -0.44856 -0.77165 1.91504 0.28
H -1.52178 -1.69764 0.87391 0.31
H 0.77944 -2.01947 0.05287 0.29
H -0.30747 -1.27823 -1.16555 0.31
H 1.87066 1.25958 -1.66302 0.40
```

Output
E_LUMO = 0.87 eV
highest occupied orbital energy = -10.0 eV
frontier orbital gap = 10.86 eV
M = 118.56 u
relative energy (zero: lowest compared OMol25 entry of this formula, charge and spin) = 1.259 eV

***

5.
13 unconnected molecules or ions with the total composition C20H66N12O13 at a distorted geometry. Source: OMol25; level of theory: wB97M-V/def2-TZVPD.

Geometry as XYZ:
```
111
Properties=species:S:1:pos:R:3:mulliken_charge:R:1
C 2.94552 -1.86384 -0.67320 -0.85
C 3.13962 -2.15081 -2.19227 -0.15
O 3.68971 -3.49162 -2.28384 -0.61
H 2.17616 -1.12377 -0.52210 -0.14
H 3.84095 -1.44030 -0.32141 0.55
H 2.61559 -2.67470 -0.16478 0.59
H 3.71836 -1.52396 -2.84460 0.42
H 2.18621 -2.19597 -2.68826 -0.17
H 3.66206 -3.86116 -3.15790 0.32
C 0.10241 3.58638 3.71513 0.31
C -1.10735 4.40255 3.17448 -0.19
O -1.05577 5.57981 3.88968 -0.56
H 0.33227 2.88281 2.99597 -0.59
H -0.09940 2.99494 4.65416 0.18
H 1.09753 4.13096 3.68132 0.31
H -2.04042 3.79718 3.24039 0.14
H -0.95277 4.56474 2.06848 0.19
H -0.37912 6.05490 3.43693 0.38
C -3.21922 0.61338 2.51651 -0.05
C -4.01029 0.79252 1.24266 -0.53
O -3.09690 0.61873 0.26588 -0.65
H -2.63002 -0.29128 2.51707 -0.13
H -3.83924 0.43389 3.47281 0.49
H -2.51868 1.38076 2.59109 -0.40
H -4.54694 1.84288 1.24126 0.27
H -4.86413 0.16443 1.17778 0.46
H -3.00804 -0.33453 0.13169 -0.47
C 0.49751 0.93984 -5.05297 -0.57
C 0.51232 -0.57738 -4.94554 -0.26
O -0.48051 -0.97816 -3.99944 -0.44
H 1.49980 1.29726 -5.50953 0.30
H 0.11907 1.33538 -4.14001 -0.25
H -0.28825 1.23831 -5.72845 0.54
H 1.47539 -0.97587 -4.49941 0.08
H 0.35824 -1.13267 -5.86987 0.41
H -0.51855 -1.96674 -4.01631 0.14
C -0.45019 -5.52292 -0.24675 -1.12
C 0.44264 -4.63597 -0.90464 -0.32
O -0.16046 -3.43477 -1.45324 -0.55
H -1.02133 -4.99204 0.53670 0.06
H 0.09072 -6.30765 0.30851 0.36
H -1.36545 -5.76313 -0.79138 0.37
H 0.99662 -5.21465 -1.60778 0.59
H 1.26372 -4.40460 -0.28150 0.10
H -0.66417 -3.65728 -2.23192 0.21
C 3.53165 1.18784 1.04332 -0.88
C 3.69049 2.53960 1.85997 0.10
O 3.58916 3.58934 0.99674 -0.57
H 4.53137 1.00032 0.61680 0.50
H 2.70821 1.17851 0.24976 0.09
H 3.40297 0.34310 1.65193 0.38
H 4.62587 2.63736 2.38039 0.46
H 2.83888 2.67877 2.57450 -0.35
H 2.77975 3.49308 0.55055 0.19
C 2.70358 1.17794 -2.37033 0.70
C 2.82121 2.72203 -2.54295 -0.88
O 1.71788 3.27807 -3.18884 -0.70
H 3.58954 0.90011 -1.88846 0.62
H 2.72676 0.68099 -3.34557 0.47
H 1.83474 0.94804 -1.93008 -1.02
H 3.69544 3.16892 -2.89373 0.71
H 2.90481 3.10450 -1.47232 -0.07
H 1.82086 3.23136 -4.10420 0.33
C -3.45348 -2.32563 -1.23195 0.48
O -2.66551 -2.11786 -2.30406 -0.55
N -3.06356 -2.15315 0.05278 -0.31
N -4.72120 -2.71553 -1.26964 -0.39
H -2.04589 -1.97438 0.26675 0.15
H -3.79307 -2.33078 0.83170 0.31
H -5.25124 -2.99781 -2.13653 0.31
H -5.14357 -2.94079 -0.32750 0.15
C 0.21929 -0.00558 4.72841 0.64
O -1.06450 -0.36347 4.45106 -0.80
N 0.63710 0.05200 6.01852 -0.40
N 1.14329 0.28823 3.84575 -0.36
H -0.01358 -0.26072 6.74906 0.29
H 1.54544 0.38051 6.40310 0.18
H 0.72063 0.22628 2.84225 0.19
H 1.93116 0.87041 4.07983 0.30
C -2.94427 1.45426 -3.56562 0.31
O -2.82001 0.96292 -4.91341 -0.70
N -2.38526 0.85727 -2.57843 0.69
N -3.83967 2.22230 -3.12157 -0.32
H -1.72278 0.06200 -2.85442 -0.70
H -2.58754 0.67449 -1.53777 0.66
H -4.57205 2.57763 -3.80618 0.31
H -3.50261 3.00262 -2.48591 0.25
C -0.17917 2.76756 -0.11200 0.47
O 0.93428 3.36514 0.33522 -0.82
N -0.32622 2.44551 -1.35213 -0.18
N -1.22829 2.42831 0.65005 0.25
H 0.35473 2.75417 -2.08651 -0.08
H -1.18355 2.06024 -1.76022 0.33
H -0.96472 2.18163 1.60422 -0.65
H -1.95569 1.71126 0.37783 0.43
C 0.85607 -3.13506 2.82641 0.46
O 1.07954 -4.44053 2.40033 -0.74
N -0.36884 -2.72072 3.10590 -0.24
N 1.72670 -2.28354 3.13952 -0.14
H -1.08931 -3.48666 3.10042 0.32
H -0.71594 -1.88215 3.60836 0.13
H 2.70772 -2.44637 2.76385 0.31
H 1.50338 -1.29910 3.35539 -0.02
C -0.10222 -0.55605 0.47264 -0.70
O 0.19606 0.35064 1.45255 0.41
N -0.47481 -1.82028 0.65869 1.13
N -0.15537 -0.31820 -0.81758 2.59
H -0.48033 -2.12491 1.75019 -0.61
H -0.31917 -2.59751 -0.00774 -0.32
H -0.03520 0.64441 -1.04871 -1.66
H -0.34515 -1.03876 -1.47176 -0.20
```

Output
E_LUMO = -0.10 eV
highest occupied orbital energy = -8.7 eV
frontier orbital gap = 8.63 eV
M = 682.82 u
relative energy (zero: lowest compared OMol25 entry of this formula, charge and spin) = 9.886 eV

***

6.
2 unconnected molecules or ions with the total composition C3H9O2 at a distorted geometry. Source: OMol25; level of theory: wB97M-V/def2-TZVPD.

Geometry as XYZ:
```
14
Properties=species:S:1:pos:R:3:mulliken_charge:R:1
C 0.12886 -0.83033 -0.34443 -0.36
O 0.65664 -2.07444 -0.43782 -0.84
C 1.14491 0.32958 -0.13007 -0.24
C 2.20748 0.07854 0.99573 -0.91
H -0.50119 -0.67605 0.69043 0.05
H -0.65479 -0.37305 -0.99944 0.16
H 0.56387 1.25897 0.17890 0.10
H 1.63454 0.64119 -1.13882 0.31
H 2.68220 0.93745 1.60446 0.29
H 2.96524 -0.65670 0.65250 0.22
H 1.65317 -0.53420 1.74100 0.24
H -3.17805 1.03102 0.08126 0.35
H -2.73937 2.42345 -0.34825 0.33
O -3.57078 1.88459 -0.26086 -0.70
```

Output
E_LUMO = 3.82 eV
highest occupied orbital energy = -2.4 eV
total charge = -1
frontier orbital gap = 6.23 eV
M = 77.10 u
relative energy (zero: lowest compared OMol25 entry of this formula, charge and spin) = 1.369 eV